C6H9O2 | ωB97M-V/def2-TZVPD

```
17
Properties=species:S:1:pos:R:3:mulliken_charge:R:1
O -4.25 -0.04 -0.20 -0.218
O -1.90 0.47 0.15 -0.252
C -0.60 0.31 0.19 0.284
C 0.44 1.41 0.09 -0.546
C 1.77 0.69 -0.22 -0.595
C -3.17 -0.50 -0.03 0.164
C 0.10 -0.94 0.34 -0.301
C 1.43 -0.78 -0.46 -0.698
H 0.29 2.20 -0.62 0.374
H -0.23 -1.90 0.00 0.409
H 2.13 -1.50 -0.01 0.308
H 0.57 2.03 1.12 0.284
H 2.30 1.13 -0.98 0.407
H 0.42 -0.90 1.39 0.266
H -2.97 -1.52 -0.04 0.431
H 1.33 -1.02 -1.46 0.417
H 2.36 0.85 0.73 0.265
```

Kohn-Sham gap (spin up / spin down) = 7.7 / 5.8 eV
Multiplicity = 3
Molar mass = 113.1 g/mol
Energy = -383.9868 hartree
Net charge = +1
HOMO (spin up / spin down) = -12.039 / -15.926 eV

C6H9O6Zn | ωB97M-V/def2-TZVPD

```
22
Properties=species:S:1:pos:R:3:mulliken_charge:R:1
Zn -0.10 -0.04 -0.25 0.361
O -0.83 -1.48 1.17 -0.721
O 1.50 0.63 1.02 -0.704
O 1.87 -0.77 -0.57 -0.687
O -1.74 0.47 0.94 -0.689
O -0.89 -0.45 -2.21 -0.681
O -0.26 1.58 -1.68 -0.659
C -1.62 -0.60 1.61 1.162
C 3.58 -0.55 1.17 -1.062
C -1.29 1.28 -3.84 -1.058
C -2.18 -0.76 2.99 -1.068
C -0.79 0.77 -2.50 1.181
C 2.26 -0.23 0.51 1.134
H -0.85 0.70 -4.65 0.285
H -2.37 1.31 -3.87 0.259
H -3.01 -1.46 3.02 0.264
H 3.32 -0.58 2.24 0.272
H -0.94 2.29 -4.05 0.281
H -1.44 -1.11 3.70 0.273
H -2.54 0.21 3.33 0.299
H 4.30 0.25 1.03 0.263
H 4.03 -1.49 0.89 0.295
```

Kohn-Sham gap = 9.0 eV
Multiplicity = 1
Molar mass = 242.5 g/mol
Energy = -2465.0180 hartree
ΔE to the lowest compared entry with this formula, charge and spin = 7.7 kcal/mol
Net charge = -1
HOMO = -5.696 eV

C6HCdO6 | ωB97M-V/def2-TZVPD

```
14
Properties=species:S:1:pos:R:3:mulliken_charge:R:1
Cd 0.00 0.00 0.00 1.385
O -1.80 -2.40 -0.02 -0.118
O 0.00 0.00 3.22 -0.316
O 1.97 -1.36 1.82 -0.233
O 1.66 2.50 -0.11 -0.112
O 1.20 -0.91 -2.60 -0.137
O -1.21 2.06 -1.79 -0.294
C 0.74 -0.54 -1.61 0.072
C 0.00 0.00 2.00 -0.017
C -1.10 -1.49 0.00 0.130
C 1.21 -0.84 1.12 0.079
C 1.03 1.55 -0.07 0.199
C -1.38 0.98 -1.29 -0.091
H -2.32 0.42 -1.50 0.452
```

Kohn-Sham gap (spin up / spin down) = 5.4 / 7.3 eV
Multiplicity = 1
Molar mass = 281.5 g/mol
Energy = -847.5679 hartree
Net charge = +1
HOMO (spin up / spin down) = -11.799 / -12.977 eV

C70H174ClN10O12 | ωB97M-V/def2-TZVPD

```
267
Properties=species:S:1:pos:R:3:mulliken_charge:R:1
Cl -23.51 -15.44 7.00 -0.918
O -25.75 -14.23 -7.99 -0.328
O -19.14 -14.63 10.55 -0.324
O -36.65 -19.15 9.44 -0.312
O -30.53 -15.98 4.89 -0.281
O -33.34 -12.36 -5.28 -0.330
O -37.60 -11.72 -3.87 -0.357
O -19.63 -20.57 -4.79 -0.336
O -21.05 -18.76 -1.20 -0.272
O -27.93 -11.70 -8.93 -0.279
O -34.07 -16.74 12.84 -0.326
O -17.09 -19.33 9.71 -0.358
O -27.68 -8.22 17.64 -0.182
N -18.74 -17.45 9.58 -0.185
N -17.25 -5.73 7.55 0.275
N -26.52 -13.42 -10.43 -0.090
N -36.09 -18.40 12.57 -0.207
N -25.86 -25.95 13.94 0.230
N -39.92 -6.37 4.78 0.050
N -18.66 -19.68 -2.42 -0.207
N -35.95 -12.69 -5.91 -0.150
N -28.31 -15.29 6.86 0.306
N -30.26 -0.71 10.76 0.198
C -17.83 -19.32 -3.71 -0.569
C -27.50 -12.45 -11.04 -0.547
C -29.51 -14.38 6.62 -0.352
C -33.26 -15.76 13.41 -0.769
C -34.70 -18.94 12.33 -0.642
C -25.63 -15.35 -7.09 -0.784
C -15.10 -6.13 6.55 -0.546
C -25.22 -12.86 -9.84 -0.498
C -28.73 -16.63 7.44 -0.472
C -15.90 -19.97 10.20 -0.751
C -27.79 -6.83 17.34 -0.585
C -39.00 -4.28 3.93 -0.705
C -30.40 0.14 11.68 -0.138
C -36.87 -11.51 -6.18 -0.733
C -26.05 -27.16 14.98 -0.924
C -38.21 -4.74 5.17 -0.506
C -18.58 -14.89 9.29 -0.570
C -22.29 -18.73 -0.79 -0.689
C -33.60 -13.18 -6.38 -0.642
C -18.71 -18.74 -1.21 -0.579
C -37.11 -18.92 8.15 -0.792
C -24.66 -25.51 12.02 -0.250
C -24.03 -24.75 13.00 -0.320
C -27.07 -25.27 13.57 -1.302
C -34.68 3.69 10.96 -0.509
C -19.18 -18.76 8.92 -0.546
C -25.59 -26.46 12.47 -0.262
C -18.63 -6.40 7.56 -1.028
C -24.73 -13.88 -8.84 -0.581
C -19.11 -13.29 11.11 -0.682
C -27.73 -0.29 10.76 -1.569
C -39.05 -7.29 3.93 -0.754
C -18.69 -7.86 7.13 0.164
C -15.28 -7.18 7.66 -0.497
C -27.53 -15.55 5.57 -0.835
C -27.66 -11.23 -10.21 -0.681
C -28.92 -1.01 10.20 -0.074
C -18.35 -19.91 9.48 -0.341
C -38.07 -11.37 -5.27 -0.449
C -33.76 -18.09 13.15 -0.510
C -17.48 -4.32 7.99 -1.160
C -16.57 -5.73 6.27 -0.561
C -31.51 -16.00 3.90 -0.727
C -26.59 -8.70 17.90 -0.170
C -28.07 -14.10 9.11 -1.217
C -37.42 -18.47 10.46 -0.577
C -38.32 -8.51 4.72 -0.141
C -19.92 -19.13 -0.37 -0.623
C -20.27 -21.39 -5.67 -0.765
C -38.33 -11.17 -2.78 -0.766
C -31.49 -1.32 10.23 -0.805
C -24.58 -25.17 14.30 -0.448
C -40.21 -5.21 3.89 -0.534
C -20.08 -8.47 7.47 -1.484
C -27.64 -17.61 7.89 -1.284
C -37.67 -9.45 3.83 -1.480
C -30.73 -15.14 6.04 -0.809
C -34.88 -12.63 -6.95 -0.531
C -28.15 -10.72 -8.04 -0.782
C -32.00 -11.95 -5.09 -0.857
C -27.41 -14.48 7.78 -0.162
C -16.25 -6.44 8.49 -0.647
C -19.00 -16.27 8.71 -0.790
C -37.24 -19.05 11.87 -0.772
C -39.12 -5.73 5.94 -0.651
C -35.31 2.52 10.74 -0.392
C -28.57 -23.30 14.53 -0.859
C -18.23 -20.35 -4.81 -0.518
C -27.47 -24.01 15.15 -0.201
C -41.12 -7.07 5.27 -0.989
H -36.69 -19.51 7.34 0.287
H -27.24 -10.04 -7.98 0.344
H -28.08 -16.05 4.76 0.263
H -20.81 -22.21 -5.12 0.275
H -27.25 -14.59 5.13 0.423
H -35.42 4.25 11.47 0.200
H -19.28 -5.77 7.01 0.450
H -25.76 -16.21 -7.64 0.357
H -38.20 -10.06 3.14 0.406
H -32.84 -13.19 -7.18 0.432
H -38.32 -11.94 -1.98 0.247
H -32.00 -17.03 3.77 0.253
H -37.70 -10.39 -2.23 0.262
H -28.39 -10.51 -10.63 0.514
H -34.59 -18.77 11.26 0.336
H -16.88 -7.06 9.15 0.309
H -39.26 -10.70 -3.01 0.360
H -25.11 -27.51 12.67 0.335
H -24.34 -14.71 -9.44 0.407
H -23.00 -24.13 13.10 0.216
H -18.24 -20.75 8.71 0.330
H -36.03 -17.39 12.40 0.381
H -27.12 -12.12 -12.06 0.334
H -26.94 -17.07 8.54 0.300
H -15.56 -20.59 9.39 0.285
H -22.99 -18.55 -1.60 0.310
H -28.25 -11.13 -6.99 0.208
H -18.23 -20.54 -2.07 0.413
H -23.87 -13.42 -8.34 0.409
H -37.22 -11.63 -7.20 0.406
H -31.42 -12.78 -4.63 0.304
H -27.15 -18.20 7.13 0.375
H -32.43 -15.48 12.78 0.238
H -18.24 -3.90 7.31 0.456
H -21.11 -20.89 -6.21 0.247
H -15.30 -19.11 10.39 0.283
H -20.07 -16.26 8.46 0.562
H -26.48 -9.81 17.98 0.269
H -26.45 -15.21 -6.38 0.234
H -31.40 0.29 12.07 0.241
H -17.74 -18.71 -0.70 0.436
H -36.74 -9.20 3.34 0.397
H -18.95 -6.29 8.58 0.460
H -18.88 -14.28 8.45 0.366
H -18.13 -18.34 -4.02 0.376
H -21.13 0.97 8.82 -0.403
H -17.76 -17.63 9.79 0.348
H -26.34 -26.74 15.95 0.417
H -38.16 -19.15 8.01 0.328
H -16.03 -20.57 11.09 0.326
H -27.94 -25.97 13.69 0.462
H -27.37 -0.72 11.67 0.421
H -27.09 -13.56 7.26 0.373
H -26.87 -0.44 10.06 0.364
H -36.22 -18.50 13.59 0.402
H -20.90 -8.14 6.76 0.326
H -14.55 -6.52 5.67 0.380
H -31.59 -14.41 5.88 0.509
H -31.94 -11.15 -4.37 0.303
H -34.01 -14.96 13.52 0.261
H -29.82 -13.98 7.57 0.181
H -27.53 -25.13 15.48 0.261
H -18.46 -16.49 7.80 0.403
H -29.60 0.63 12.17 0.292
H -17.06 -6.48 5.70 0.284
H -23.89 -25.69 11.22 0.132
H -18.11 -12.79 11.07 0.293
H -37.21 -17.41 10.40 0.395
H -17.94 -8.44 7.71 0.200
H -28.99 -10.10 -8.38 0.333
H -18.85 -17.67 -1.48 0.270
H -32.89 -16.08 14.38 0.374
H -20.06 -20.18 -0.08 0.396
H -39.03 -9.05 5.33 0.289
H -26.63 -16.18 5.74 0.364
H -16.57 -3.70 7.82 0.430
H -25.10 -27.63 15.08 0.425
H -27.72 0.78 10.88 0.451
H -34.73 1.68 10.28 0.182
H -26.55 -15.16 8.07 0.251
H -19.04 -18.44 7.88 0.313
H -26.37 -14.23 -11.02 0.381
H -36.26 -10.63 -6.18 0.443
H -24.57 -24.43 15.13 0.380
H -41.55 -7.62 4.44 0.334
H -16.80 -19.51 -3.48 0.367
H -28.85 -13.29 9.03 0.362
H -32.36 -15.38 4.19 0.327
H -24.40 -12.68 -10.54 0.396
H -40.91 -7.68 6.15 0.392
H -34.65 -11.57 -7.01 0.300
H -33.69 -14.21 -6.10 0.377
H -15.68 -8.14 7.39 0.278
H -32.37 -0.81 10.66 0.243
H -39.63 -7.59 3.06 0.447
H -28.12 -18.35 8.54 0.414
H -28.90 -2.06 10.27 0.351
H -14.44 -5.28 6.93 0.301
H -19.13 -17.35 10.50 0.414
H -29.46 -16.43 8.25 0.443
H -40.52 -5.45 2.90 0.336
H -26.79 -6.35 17.13 0.403
H -39.90 -5.30 6.58 0.508
H -14.38 -7.23 8.29 0.368
H -27.26 -13.89 9.77 0.458
H -28.90 -0.75 9.12 0.297
H -18.80 -20.33 10.40 0.358
H -32.74 -18.32 12.85 0.401
H -28.56 -6.50 18.02 0.273
H -19.63 -21.95 -6.43 0.330
H -24.66 -15.27 -6.54 0.299
H -33.70 4.02 10.85 0.286
H -36.96 -17.89 7.88 0.323
H -41.06 -4.71 4.40 0.398
H -31.20 -15.77 6.83 0.313
H -23.59 -23.65 12.29 0.123
H -31.06 -15.65 2.93 0.234
H -27.02 -24.43 12.86 0.442
H -24.68 -25.28 10.91 0.030
H -29.13 -13.55 5.99 0.378
H -28.54 -14.96 9.64 0.277
H -31.48 -11.61 -5.96 0.354
H -28.40 -7.02 16.37 0.205
H -26.58 -23.49 15.40 0.257
H -28.51 -22.17 15.07 0.266
H -29.52 -23.78 14.33 0.354
H -38.58 -6.44 6.51 0.381
H -29.25 -17.22 6.61 0.265
H -15.80 -5.59 9.03 0.421
H -39.22 -3.27 3.90 0.434
H -26.70 -10.69 -10.33 0.361
H -26.50 -26.67 11.78 0.318
H -36.99 -20.09 11.87 0.357
H -17.67 -21.31 -4.70 0.398
H -17.81 -4.30 9.03 0.397
H -37.24 -5.25 4.91 0.274
H -31.62 -2.41 10.40 0.305
H -20.40 -8.25 8.47 0.391
H -36.46 -13.58 -6.04 0.386
H -28.42 -13.05 -11.18 0.375
H -23.83 -26.09 14.50 0.332
H -35.55 -12.61 -4.99 0.416
H -20.03 -9.54 7.39 0.414
H -19.61 -19.98 -2.71 0.440
H -34.70 -19.97 12.64 0.434
H -17.48 -14.84 9.32 0.388
H -25.72 -8.07 18.20 0.241
H -26.91 -13.83 -9.60 0.371
H -28.22 -22.38 13.84 0.176
H -38.15 -18.94 12.42 0.467
H -17.83 -20.00 -5.82 0.410
H -36.26 2.48 11.31 0.235
H -38.44 -4.51 2.96 0.297
H -33.83 -18.36 14.24 0.416
H -35.24 -13.04 -7.91 0.450
H -37.52 -8.08 5.31 0.231
H -31.57 -1.12 9.18 0.380
H -38.29 -6.57 3.54 0.342
H -25.47 -11.92 -9.31 0.249
H -22.60 -19.40 0.12 0.265
H -26.86 -27.75 14.66 0.411
H -38.90 -12.05 -5.45 0.365
H -36.99 -10.09 4.46 0.362
H -16.68 -4.78 5.76 0.345
H -20.23 -18.92 9.16 0.352
H -19.89 -18.54 0.59 0.421
H -22.56 -17.95 0.10 0.202
H -19.43 -13.41 12.15 0.246
H -41.83 -6.33 5.66 0.468
H -37.94 -3.94 5.91 0.418
H -18.56 -8.03 6.04 0.267
H -38.31 -10.31 -5.24 0.413
H -38.50 -18.54 10.19 0.506
H -19.87 -12.66 10.57 0.267
```

Kohn-Sham gap = 1.0 eV
Multiplicity = 1
Molar mass = 1383.7 g/mol
Energy = -4677.4972 hartree
Net charge = +9
HOMO = -11.884 eV

Question: net charge of number 1 (C6H9O2)?
Answer: +1